(1)
The following is a quantum chemistry calculation of a 6-piece molecular cluster, C26H38BFIN5O3P overall, from the OMol25 dataset.

Properties
E_LUMO ... 2.49 eV

```
! RIJCOSX wB97M-V def2-TZVPD def2/J DEFGRID3
* xyz -1 1
H -4.710 5.705 -0.957
C -1.251 -0.620 3.286
C -0.062 0.512 -0.293
H 4.356 0.454 -2.248
H -6.829 4.001 -0.971
H 0.414 1.242 -0.939
H 2.750 2.310 0.761
H -3.363 -1.680 -1.645
N 3.259 -0.390 -0.638
F 0.101 -3.461 -2.870
C 0.070 -4.428 0.156
H -1.326 -1.693 -4.454
H -2.077 1.397 3.171
I 2.490 -5.659 -3.283
C -1.465 0.132 -0.740
H -3.563 2.098 0.824
H 4.658 -2.815 -4.040
H -0.085 5.379 1.923
H -3.243 -0.308 -2.735
B 1.042 -2.470 -3.295
H -1.960 -0.343 0.112
N 2.456 4.341 0.180
H 1.706 -3.873 2.962
H 1.881 -3.232 0.316
H -0.711 1.765 5.491
H 5.054 0.159 2.020
H -1.485 -5.635 0.909
N -0.657 -5.104 1.099
C 1.125 -3.834 0.794
C -2.746 -1.226 -2.421
C 4.633 0.087 1.031
N -4.127 2.800 0.379
C 1.094 3.484 1.694
C 2.169 3.210 0.890
C -1.365 -0.952 -1.833
H 0.518 -0.406 -0.331
H 2.458 -0.739 -1.160
O 3.739 -2.771 -4.301
H -2.680 4.357 0.228
P 2.862 -3.221 -2.969
C -5.846 3.810 -0.575
C 1.581 5.339 0.515
H 1.643 6.312 0.059
C -0.758 0.864 4.904
H -5.958 1.723 0.205
C -0.083 -4.953 2.333
C -3.692 4.046 0.028
H 0.517 -0.590 6.013
C -0.418 -1.116 -4.303
H -0.005 0.430 -2.863
C 1.030 -4.168 2.175
C -0.222 -0.635 -2.834
O 0.968 -1.306 -2.417
H -2.718 -1.937 -3.237
H 0.627 2.790 2.374
H 6.132 1.098 -0.296
C 5.195 0.578 -0.179
H -0.436 -0.306 -5.032
C 3.436 -0.505 0.707
C -5.435 2.644 0.016
C -4.737 4.701 -0.567
C -0.124 -0.315 5.194
H -0.002 0.887 0.727
H -1.597 -1.166 2.425
N -0.431 -1.208 4.204
C 0.722 4.837 1.457
H -2.060 0.992 -1.049
H 3.196 4.421 -0.491
C -1.474 0.670 3.689
C 4.317 0.265 -1.189
H 2.698 -0.993 1.321
H -0.508 -5.414 3.208
H -1.068 -1.847 -1.290
O 0.695 -1.948 -4.598
H -0.099 -2.154 4.151
H -0.213 -4.417 -0.882
*
```

(2)
The following is a quantum chemistry calculation of C26H38Br5Cl2F3IKMgN2O13P3S3 as an isolated structure at a distorted geometry, from the OMol25 dataset.

Properties
E_LUMO ... -5.37 eV

```
! RIJCOSX wB97M-V def2-TZVPD def2/J DEFGRID3
* xyz 1 1
P -4.386 -3.828 3.932
H -13.947 -4.312 -0.242
H -12.605 -5.229 -0.323
H 6.960 6.429 -1.342
H 0.694 -1.946 4.106
H 7.685 5.869 -9.237
C -1.534 -7.881 -0.710
Br -8.977 -5.646 0.620
S -1.935 2.258 -0.592
C 7.620 4.857 -9.617
C -9.903 -4.779 2.107
H -1.784 -3.566 5.870
Br -7.602 -3.710 3.457
H -13.806 -5.628 0.696
C 0.441 -1.243 3.334
F 8.465 3.508 -6.715
H 9.871 3.887 -3.190
C 3.399 4.248 -5.663
C -0.025 -5.989 0.422
H -5.549 -1.987 0.765
H 0.096 -6.696 1.243
H 0.059 -4.975 0.802
H 1.520 -0.544 5.832
F 8.060 1.848 -5.399
Mg -2.602 2.878 6.746
O -2.571 -6.028 0.894
H -0.031 0.731 4.110
H -9.913 -2.904 3.135
O -3.337 3.403 3.130
H 1.041 5.088 -1.749
C 9.566 4.576 -2.413
O -1.394 -5.047 4.061
C -3.355 0.527 0.906
C -3.806 -1.589 2.438
H -2.607 3.028 0.288
C 1.850 0.059 4.992
H -1.297 -8.467 0.177
H 8.175 4.179 -8.985
O 5.330 2.776 -5.395
C -3.011 -0.605 1.886
C -1.826 -2.428 3.507
H -9.910 -5.491 2.924
P -1.174 -3.669 4.592
Cl 8.317 4.816 -11.240
C 0.842 0.139 3.857
F 7.013 2.012 -7.287
P -3.924 2.491 4.207
O -2.988 1.271 4.410
C 7.949 5.987 -1.386
H 11.457 4.556 -1.381
I 1.643 -1.851 1.645
Br -1.377 5.377 -2.124
O -4.008 -3.894 5.583
S -5.538 -1.545 2.029
C -1.179 0.699 1.381
C 10.007 5.830 -0.439
S -1.657 -6.145 -0.274
O -4.068 -5.281 3.288
H 4.573 3.975 -3.864
H -10.923 -4.612 1.760
H 3.076 3.659 -6.523
C 0.435 5.012 -2.639
H 7.569 4.846 -3.167
C 10.449 4.945 -1.411
H 1.316 0.676 3.053
O -5.322 2.039 3.830
H -2.493 -8.197 -1.115
C -9.259 -3.470 2.474
H -0.760 -8.002 -1.467
Br 0.627 3.217 -3.307
O 6.549 4.659 -5.210
C -1.673 -0.491 2.157
O -4.341 1.126 0.711
H -4.692 -4.452 5.964
Br 1.090 6.333 -3.884
N 8.783 6.350 -0.415
H -3.465 -5.217 2.523
O -3.982 3.242 5.600
N -2.097 0.735 0.257
H -9.017 -2.865 1.605
C -1.022 -1.393 2.997
H 2.519 4.646 -5.155
H 3.985 5.085 -6.043
H 0.733 -6.162 -0.342
C 4.214 3.399 -4.716
H 2.801 -0.290 4.601
K -1.878 -5.232 6.592
C 6.399 3.526 -5.562
C 8.287 5.107 -2.403
C -3.199 -2.524 3.253
O -0.332 1.471 1.612
O -13.332 -4.895 0.250
Cl 5.920 4.365 -9.618
H 0.201 -3.536 4.827
C 7.500 2.709 -6.260
H 3.615 2.578 -4.330
H 2.040 1.071 5.332
H 10.665 6.143 0.365
*
```

(3)
The following is a quantum chemistry calculation of a 2-piece molecular cluster, C26H38F3NO5S overall at a distorted geometry, from the OMol25 dataset.

Properties
E_LUMO ... -1.62 eV
SMILES ... CCCCCCCCCCC[C@H]1C(=O)NC[C@]1(CCC(F)=C(F)F)C[SH](=O)=O.O=C1C=CC(=O)C=C1

```
! RIJCOSX wB97M-V def2-TZVPD def2/J DEFGRID3
* xyz 0 1
C 1.329 1.157 1.529
H -3.310 -2.610 2.633
H -4.614 -1.153 0.280
C -4.394 -1.249 1.343
O 2.172 -4.788 1.172
O 2.551 1.707 -3.412
C 2.953 -5.941 3.069
C 2.049 2.754 -3.123
H 2.989 4.197 -4.105
C -2.022 2.992 -2.594
C 1.354 3.144 -1.845
H 0.016 7.399 -1.082
C 2.290 -5.850 1.743
H 1.931 5.616 -2.647
H -5.329 -1.225 1.902
H 1.297 -7.015 0.179
H -1.087 4.389 -3.935
F -5.593 2.910 -3.363
O 2.682 -9.426 3.673
O -1.282 6.630 -2.805
C 0.313 4.170 -2.335
H -1.877 1.919 -2.444
H 3.558 -7.198 4.665
H -0.817 -3.048 2.927
C -3.261 3.116 -3.434
C -0.777 3.593 -3.265
F -3.314 4.130 -4.328
C -0.188 4.933 -1.106
H 1.535 -9.203 1.360
H 2.851 1.858 0.124
H 1.047 1.080 -1.291
H 0.366 0.720 1.254
O -2.001 6.686 -0.443
C 0.963 2.070 -0.837
H 0.760 5.536 -4.034
C -4.371 2.403 -3.279
H -0.339 2.822 -3.901
H 1.601 -2.607 3.174
H 1.873 3.131 0.802
C 2.565 -8.365 3.101
H -2.099 -3.724 0.669
C 3.080 -7.106 3.698
F -4.418 1.095 -3.068
H -0.083 2.197 -0.543
C 1.902 -8.273 1.775
H 2.147 3.753 -1.377
C -0.266 -2.720 2.037
H 0.659 5.095 -0.435
C 1.830 2.105 0.425
C -1.206 -1.852 1.203
H -4.292 -3.399 1.382
C 0.983 -1.979 2.529
H 2.426 0.006 3.015
C 2.327 0.058 1.929
H 2.735 -1.982 1.218
H -0.678 -1.441 0.343
C 1.775 -7.108 1.146
H 3.320 -5.010 3.483
H -2.261 3.452 -1.636
H 1.323 -1.211 0.513
H -0.933 4.383 -0.535
C -2.403 -2.675 0.680
H -2.678 -2.360 -0.328
H -1.575 -1.047 1.845
C 1.267 4.987 -3.247
C -3.634 -2.552 1.591
H 3.327 0.263 1.540
C 1.883 -1.340 1.439
H -3.795 -0.393 1.661
H 1.147 1.766 2.417
S -0.958 6.513 -1.413
N 2.030 3.905 -3.951
H 0.625 -1.155 3.157
H 0.023 -3.634 1.515
*
```